The following is a DFT calculation (ωB97M-V/def2-TZVPD) of a molecular structure, C33H40Cl4N3O7PW.

2S+1	3
net charge	0
E_LUMO (spin up / spin down)	0.01 / -1.05	eV
HOMO-LUMO gap (spin up / spin down)	6.9508 / 6.5165	eV
E_HOMO (spin up / spin down)	-0.255 / -0.278	Ha

Element x y z (Å)
W  -0.038796  0.073360  -0.161876
C  3.021615  -0.256616  0.695165
N  1.951988  -1.227377  0.368855
C  1.761891  -2.145610  1.532321
C  1.397227  -1.512974  2.854829
C  0.071737  -0.773155  2.842533
N  0.069891  0.351157  1.902437
C  -0.081479  1.620663  2.609346
C  -1.273706  3.356871  1.394708
C  -1.991251  4.510560  1.644946
C  -1.998617  5.532153  0.699698
C  -1.266567  5.396778  -0.470209
C  -0.540752  4.236707  -0.717915
C  -0.564918  3.193418  0.204339
O  0.137336  2.075880  0.037128
C  2.463029  -2.152645  -0.691024
C  2.616506  -1.628122  -2.105855
C  1.280058  -1.513061  -2.851590
N  0.142990  -1.538207  -1.918956
C  -0.781948  -2.366349  -2.210075
C  -1.896145  -2.726410  -1.363510
C  -2.927272  -3.525849  -1.865971
C  -3.901460  -4.025096  -1.028866
C  -3.815224  -3.762568  0.339505
C  -2.795185  -2.990868  0.857401
C  -1.832478  -2.433621  0.003936
O  -0.861103  -1.683523  0.502852
H  3.872178  -0.781562  1.144384
H  2.636649  0.482886  1.392684
H  3.337592  0.259742  -0.204982
H  2.704199  -2.695098  1.652735
H  0.992519  -2.861858  1.248393
H  2.194535  -0.851890  3.198771
H  1.340803  -2.331769  3.579711
H  -0.105282  -0.399669  3.852418
H  -0.734040  -1.475321  2.627824
H  -0.276454  1.369549  3.653440
H  -2.536807  4.599862  2.576590
H  -2.561072  6.437245  0.889187
H  -1.253800  6.198395  -1.197674
H  0.041469  4.124353  -1.624274
H  1.797938  -3.017834  -0.697305
H  3.438630  -2.506685  -0.338742
H  3.242453  -2.354486  -2.629856
H  3.150895  -0.682677  -2.119287
H  1.168053  -2.352809  -3.542473
H  1.244803  -0.602518  -3.443926
H  -0.714298  -2.919471  -3.150151
H  -2.946343  -3.751812  -2.926147
H  -4.707522  -4.629175  -1.421249
H  -4.561098  -4.172128  1.009690
H  -2.728632  -2.778712  1.915858
Cl  2.499898  3.868429  -5.242965
C  1.410496  2.956189  -4.267074
C  0.051081  2.945133  -4.545841
Cl  -0.565312  3.842567  -5.883558
C  -0.826415  2.205258  -3.742963
Cl  -2.508902  2.124005  -4.123738
C  -0.350733  1.503342  -2.646292
O  -1.103148  0.778389  -1.822647
C  1.032500  1.492848  -2.388248
O  1.439547  0.704904  -1.400629
C  1.901601  2.207200  -3.192329
Cl  3.589481  2.143266  -2.828804
C  -4.043915  1.339895  3.496412
C  -4.178284  0.169336  2.550892
O  -2.932860  -0.096860  1.874481
P  -2.607345  0.394184  0.396412
O  -1.307503  2.317741  2.276675
C  1.137844  2.550340  2.639191
C  2.154393  2.120282  3.692683
O  -3.419905  1.760551  0.340365
C  -3.714954  2.448781  -0.903810
C  -4.957292  3.274366  -0.687646
H  -4.975847  1.461958  4.051950
H  -3.830600  2.254481  2.947822
H  -3.233028  1.169484  4.204178
H  -4.962594  0.346453  1.812374
H  -4.412986  -0.750562  3.087036
H  0.782657  3.552728  2.891755
H  1.605821  2.608872  1.659279
H  1.700372  2.074108  4.685407
H  2.981268  2.829557  3.739373
H  2.580129  1.138191  3.480160
H  -3.841655  1.707319  -1.691359
H  -2.855849  3.070867  -1.146911
H  -5.809794  2.644114  -0.431172
H  -5.191670  3.818748  -1.603464
H  -4.795427  3.997982  0.110637

Cartesian forces (eV/Å) of the 2 atoms listed first:
W 0.09 0.10 -0.25
C -0.01 0.01 0.00

***

The following is a DFT calculation (ωB97M-V/def2-TZVPD) of a molecular structure, C35H72HgNO17S7 at a distorted geometry.

2S+1	1
net charge	+1
E_LUMO	-5.47	eV
HOMO-LUMO gap	4.9831	eV
E_HOMO	-0.384	Ha

Element x y z (Å)
Hg  1.424557  3.451270  -1.366959
O  -0.498493  0.020330  0.047131
C  0.060397  1.170980  -0.439309
O  -0.490313  1.846410  -1.281679
O  1.206707  1.489980  -0.080159
H  -0.060933  -0.368290  0.808131
C  -3.380223  0.022070  2.532831
C  -3.675403  -1.481290  2.898661
N  -2.770423  -2.019270  3.894541
C  -3.151943  -3.342210  4.304781
C  -4.304733  -3.383650  5.269661
C  -1.362513  -1.949530  3.391581
C  -0.475723  -1.951210  4.671871
H  -2.705273  -0.007580  1.677451
H  -3.005233  0.680230  3.316601
H  -4.278663  0.535980  2.191071
H  -4.692723  -1.558450  3.282321
H  -3.767273  -2.193620  2.078751
H  -3.359583  -4.015170  3.472841
H  -2.400003  -3.913850  4.848751
H  -4.085493  -2.983300  6.259491
H  -5.273043  -3.004120  4.943401
H  -4.478873  -4.431920  5.512341
H  -1.260973  -1.027270  2.819541
H  -1.043473  -2.762910  2.739861
H  -0.894863  -1.325520  5.459861
H  0.557127  -1.655850  4.487261
H  -0.475993  -2.952020  5.103711
C  5.192607  5.093900  1.080951
C  4.596957  4.265760  2.264661
C  4.090687  2.826980  1.783421
S  4.883857  2.546390  0.109191
O  3.840787  2.663390  -0.925909
O  5.788337  1.401020  0.100031
C  5.867717  4.129080  0.047941
H  5.794357  5.917130  1.466041
H  4.351287  5.562690  0.570521
H  3.670677  4.668640  2.674311
H  5.367307  4.164100  3.029071
H  3.017677  2.664830  1.681121
H  4.601207  2.094600  2.408791
H  5.917787  4.560770  -0.951679
H  6.830467  3.785050  0.425901
C  1.726507  -1.102980  -3.378089
C  0.981747  -0.882900  -4.717429
C  0.720957  0.655260  -4.620279
S  2.364327  1.299400  -4.200339
O  2.215767  2.380250  -3.198989
O  3.110947  1.519650  -5.416469
C  2.938107  -0.194170  -3.284469
H  1.964717  -2.158270  -3.245019
H  1.048437  -1.060060  -2.525749
H  0.042797  -1.424440  -4.832309
H  1.573887  -1.174420  -5.584889
H  0.032727  0.858940  -3.799949
H  0.236277  1.052690  -5.512039
H  3.106317  0.193180  -2.279599
H  3.844577  -0.548130  -3.775499
C  0.422047  1.621340  3.687071
C  0.274317  2.912440  2.910831
C  0.549557  4.111340  3.861211
S  1.773757  3.412590  5.174101
O  1.155777  3.310370  6.519861
O  3.129937  3.923970  5.078581
C  1.730347  1.716310  4.478011
H  0.414327  0.727850  3.062801
H  -0.431363  1.526690  4.358511
H  -0.725503  3.054330  2.500551
H  0.829297  3.051630  1.983081
H  -0.405353  4.451950  4.261511
H  1.053367  4.919960  3.331681
H  2.093267  0.990370  5.205601
H  2.450727  1.735910  3.660231
C  -3.377743  3.893310  -3.938739
C  -2.558053  2.824190  -4.682069
C  -1.291493  3.544510  -5.209679
S  -0.879123  4.844790  -3.959369
O  -0.789803  6.223800  -4.492379
O  0.213427  4.294410  -3.170319
C  -2.467213  4.626530  -3.013519
H  -4.231193  3.446140  -3.429069
H  -3.772193  4.546110  -4.717439
H  -3.140843  2.251710  -5.403679
H  -2.253893  2.101550  -3.924859
H  -1.606123  4.138450  -6.067779
H  -0.375903  3.005410  -5.452909
H  -2.835873  5.571550  -2.614629
H  -2.108203  4.052510  -2.159279
C  -0.633773  -4.977940  0.747091
C  -0.907213  -3.618840  -0.020719
C  -0.221393  -3.797980  -1.391769
S  -0.697903  -5.523140  -1.869409
O  0.532127  -6.179020  -2.272329
O  -1.932433  -5.561920  -2.687619
C  -1.023863  -6.129690  -0.163009
H  -1.126253  -5.022030  1.718491
H  0.428887  -4.789060  0.899371
H  -0.383663  -2.799170  0.471351
H  -1.937173  -3.265530  -0.070179
H  0.839657  -3.837260  -1.145359
H  -0.420213  -3.143810  -2.240669
H  -0.565673  -7.099620  0.030361
H  -2.091293  -6.350150  -0.153889
C  4.329937  -3.786040  1.959621
C  3.720687  -3.632220  0.575681
C  3.513967  -2.162830  0.360561
S  2.714877  -1.481590  1.905591
O  1.268427  -1.499430  1.738471
O  3.458427  -0.266740  2.302191
C  3.265677  -3.002720  2.822951
H  5.309657  -3.308650  1.940751
H  4.481667  -4.815180  2.285131
H  2.773637  -4.151160  0.427661
H  4.316137  -4.075850  -0.222269
H  2.852627  -1.957040  -0.481099
H  4.530547  -1.783710  0.256041
H  2.436527  -3.694850  2.969841
H  3.588727  -2.649010  3.802041
C  -4.450353  0.471980  -2.333839
C  -5.568863  0.062690  -3.273719
C  -5.099473  -0.360760  -4.661829
S  -3.473413  -1.118790  -4.212839
O  -2.402823  -0.400290  -4.878079
O  -3.582203  -2.608540  -4.303749
C  -3.493413  -0.680190  -2.455289
H  -4.901693  0.631470  -1.354579
H  -4.000913  1.390680  -2.710809
H  -6.290663  0.879140  -3.296289
H  -6.143813  -0.698190  -2.745909
H  -4.781373  0.548810  -5.171359
H  -5.715893  -1.070880  -5.213059
H  -2.527433  -0.585060  -1.959379
H  -3.905693  -1.580490  -1.999669

Cartesian forces (eV/Å) of the 2 atoms listed first:
Hg -0.16 -1.96 -0.09
O -0.81 1.30 -1.28

***

The following is a DFT calculation (ωB97M-V/def2-TZVPD) of 2 unconnected molecules or ions with the total composition C6H10N2 at a distorted geometry.

2S+1	3
net charge	0
E_LUMO (spin up / spin down)	0.96 / -1.33	eV
HOMO-LUMO gap (spin up / spin down)	5.4992 / 8.5652	eV
E_HOMO (spin up / spin down)	-0.167 / -0.364	Ha

Element x y z (Å)
C  -0.874032  -0.743929  -0.567684
C  1.817273  -0.886642  0.944626
C  1.878090  -1.632398  -0.428968
C  1.573446  -0.080691  -0.300778
C  -2.475488  2.155894  0.437605
C  0.033497  0.185814  -0.653840
N  -1.587045  -1.698872  -0.712377
N  -1.393024  2.380149  -0.144095
H  1.157043  -1.165632  1.750598
H  2.759367  -0.601720  1.311342
H  2.649554  -2.135719  -0.935407
H  0.990886  -2.212809  -0.499670
H  2.367410  0.648339  -0.488332
H  -3.261572  2.364036  -0.187879
H  -2.599131  2.034516  1.478399
H  -2.314753  -2.038012  -0.226698
H  -0.205922  1.104361  -1.232485
H  -0.515599  2.323312  0.455641

Cartesian forces (eV/Å) of the 2 atoms listed first:
C -0.71 1.12 -0.09
C 1.11 -0.98 -1.59

***

The following is a DFT calculation (ωB97M-V/def2-TZVPD) of 2 unconnected molecules or ions with the total composition H4NOPS at a distorted geometry.

2S+1	1
net charge	0
E_LUMO (spin up / spin down)	-0.47 / -1.05	eV
HOMO-LUMO gap (spin up / spin down)	9.1526 / 6.3414	eV
E_HOMO (spin up / spin down)	-0.353 / -0.272	Ha

Element x y z (Å)
N  0.736832  -1.044158  1.331207
O  -0.089354  1.654994  -1.812161
P  -0.711926  0.811309  -0.506302
S  -0.855483  -1.144915  -1.193509
H  1.664076  -0.797015  1.904876
H  0.022670  -0.731847  2.072409
H  -0.357763  2.607373  -1.801483
H  -0.409054  -1.355741  0.004963

Cartesian forces (eV/Å) of the 2 atoms listed first:
N 1.20 1.80 3.13
O -0.58 0.30 0.47

***

The following is a DFT calculation (ωB97M-V/def2-TZVPD) of C23H20BrN5O3S in the gas phase at a distorted geometry.

2S+1	1
net charge	0
E_LUMO	-0.30	eV
HOMO-LUMO gap	8.1710	eV
E_HOMO	-0.311	Ha

Element x y z (Å)
C  -8.659746  -1.402562  -1.736073
N  -7.676869  -0.468384  -1.231186
C  -8.114544  0.907571  -1.209276
S  -7.010979  -0.919542  0.252919
O  -6.754172  -2.327770  0.206176
O  -7.776418  -0.403818  1.354394
C  -5.446183  -0.047906  0.175191
C  -4.588530  -0.329776  -0.871002
C  -3.374549  0.328827  -0.941775
C  -3.018956  1.247370  0.043804
C  -1.695784  1.924168  -0.084296
O  -1.196007  2.223453  -1.144174
N  -1.109133  2.240676  1.117702
N  0.215571  2.668486  1.129009
C  1.184672  1.764221  0.778228
N  2.378067  2.299681  0.462311
C  3.361233  1.482507  0.176927
C  4.629772  2.097773  -0.234398
C  5.314968  1.656656  -1.364038
C  6.501544  2.262132  -1.735475
C  7.016132  3.306498  -0.985177
C  6.328716  3.761614  0.128496
C  5.136762  3.168164  0.497925
C  3.190860  0.066664  0.263539
C  4.219173  -0.875523  0.093918
C  3.923286  -2.208760  0.182923
Br  5.313767  -3.493826  -0.045166
C  2.623467  -2.665646  0.445917
C  1.617892  -1.764284  0.651727
C  1.879262  -0.379949  0.582910
N  0.881189  0.488382  0.830282
C  -3.895740  1.523140  1.089993
C  -5.117429  0.873868  1.150508
H  -8.276866  -2.403854  -1.555319
H  -9.628833  -1.292383  -1.236771
H  -8.784526  -1.244178  -2.807519
H  -8.386517  1.211818  -2.219268
H  -7.287176  1.522800  -0.860093
H  -8.970064  1.052094  -0.540025
H  -4.886647  -1.055993  -1.609442
H  -2.684261  0.144451  -1.750667
H  -1.367920  1.705947  1.936792
H  0.363010  3.603765  0.767332
H  4.900248  0.864384  -1.970354
H  7.025177  1.918293  -2.615149
H  7.947083  3.771121  -1.274034
H  6.722197  4.583519  0.707991
H  4.588839  3.515440  1.360372
H  5.230900  -0.545244  -0.084864
H  2.434488  -3.727167  0.497859
H  0.613331  -2.083381  0.878746
H  -3.639363  2.259505  1.836540
H  -5.826359  1.065583  1.940853

Cartesian forces (eV/Å) of the 2 atoms listed first:
C -0.16 -0.42 0.04
N 0.64 -0.31 0.86